w:
Entry from the Open Molecules 2025 dataset: an isolated ion of composition CHClNO2S and charge -1 (ωB97M-V with the def2-TZVPD basis set).

Output
SMILES   O=C(O)N([S-])Cl
Frontier orbital gap (spin up / spin down)   0.2393 / 0.2392 Ha
LUMO (spin up / spin down)   3.1 / 3.1 eV

Structure (ORCA input):
```
! wB97M-V def2-TZVPD RIJCOSX def2/J DEFGRID3
* xyz -1 1
O -0.25960 1.77495 -0.12313
C 0.13042 0.64609 -0.06070
O 1.50654 0.54708 -0.04997
N -0.54514 -0.52264 0.06560
S 0.00566 -2.06019 -0.10452
Cl -2.53097 -0.08397 -0.06803
H 1.69308 -0.30132 0.34075
*
```


x:
Entry from the Open Molecules 2025 dataset: a 2-piece molecular cluster, CHClNO2S overall (ωB97M-V with the def2-TZVPD basis set).

Output
Frontier orbital gap   0.2581 Ha
LUMO   3.7 eV

Structure (ORCA input):
```
! wB97M-V def2-TZVPD RIJCOSX def2/J DEFGRID3
* xyz -1 1
C 0.50132 -0.62276 2.69189
N 1.71839 -1.05892 -0.79524
O 1.41725 -0.61811 3.39098
O -0.54153 -0.50787 2.21699
S 1.09947 0.28177 -1.15832
Cl 1.83375 -1.73577 0.93301
H -0.46008 0.31259 -1.61713
*
```


y:
Entry from the Open Molecules 2025 dataset: a 2-piece molecular cluster, CHClNO2S overall (ωB97M-V with the def2-TZVPD basis set).

Output
Frontier orbital gap   0.2550 Ha
LUMO   3.7 eV

Structure (ORCA input):
```
! wB97M-V def2-TZVPD RIJCOSX def2/J DEFGRID3
* xyz -1 1
C -0.58786 3.30212 1.48984
N -0.47727 0.16877 0.80278
O 0.23711 3.67397 2.18491
O -1.55233 3.23228 0.89930
S 0.06956 1.27360 -0.23974
Cl -0.66260 0.85893 2.56991
H -1.12194 1.99047 -0.71350
*
```


Stability, highest: w


w:
Entry from the Open Molecules 2025 dataset: one molecule with the formula C5H13N3O (ωB97M-V with the def2-TZVPD basis set).

Output
SMILES   CCCCC(=O)N(N)N
Frontier orbital gap   0.3674 Ha
LUMO   1.0 eV

Structure (ORCA input):
```
! wB97M-V def2-TZVPD RIJCOSX def2/J DEFGRID3
* xyz 0 1
C -2.02832 -1.38803 0.18770
C -0.54291 -1.13743 0.39279
C 0.30076 -1.03299 -1.29493
C 0.18172 0.37177 -1.70062
C -0.17883 0.96350 -0.26668
O -1.21978 1.59362 -0.10423
N 1.01443 1.37477 0.42269
N 2.14932 0.56208 0.34093
N 0.81478 1.95409 1.69980
H -2.54117 -0.46284 -0.06513
H -2.47943 -1.81351 1.08488
H -2.21347 -2.09341 -0.62317
H -0.39397 -0.62121 1.34554
H -0.03056 -2.07222 0.63324
H 1.31088 -1.33965 -1.04706
H -0.31979 -1.73842 -1.84523
H 1.11197 0.81091 -2.04674
H -0.67585 0.58443 -2.32866
H 2.21776 -0.04365 1.15961
H 2.96991 1.16181 0.32121
H 0.48643 2.90427 1.54352
H 0.06612 1.46210 2.19054
*
```


x:
Entry from the Open Molecules 2025 dataset: a 2-piece molecular cluster, C5H13N3O overall (ωB97M-V with the def2-TZVPD basis set).

Output
SMILES   CC=C(N)N.CC(N)=O
Frontier orbital gap   0.3039 Ha
LUMO   0.9 eV

Structure (ORCA input):
```
! wB97M-V def2-TZVPD RIJCOSX def2/J DEFGRID3
* xyz 0 1
C 2.55744 -0.86341 -0.89443
C 1.10516 -1.12372 -1.13936
C 0.15034 -1.36568 -0.22693
N 0.37106 -1.39120 1.11558
N -1.13628 -1.60657 -0.61683
H 2.84022 -0.90912 0.15974
H 3.15848 -1.60375 -1.43168
H 2.82174 0.12911 -1.27270
H 0.82782 -1.11643 -2.19118
H 1.19735 -0.87451 1.40122
H -0.42722 -1.01259 1.62236
H -1.56570 -2.26102 0.03356
H -1.19502 -1.96500 -1.56588
C -2.26948 1.56692 0.66954
C -0.82634 1.75452 1.04107
N -0.02658 2.23507 0.04704
O -0.38396 1.52783 2.16161
H -2.64186 0.64679 1.12812
H -2.39380 1.48507 -0.41381
H -2.84730 2.42015 1.03367
H -0.27844 2.06968 -0.91829
H 0.96238 2.25785 0.25766
*
```


Stability, highest: x


w:
Entry from the Open Molecules 2025 dataset: CH8NP2 as an isolated structure (ωB97M-V with the def2-TZVPD basis set).

Output
Frontier orbital gap   0.3345 Ha
LUMO   -4.5 eV

Structure (ORCA input):
```
! wB97M-V def2-TZVPD RIJCOSX def2/J DEFGRID3
* xyz 1 1
C 1.09349 -0.17100 0.66998
N 1.37797 -0.20191 -0.70074
P -1.55209 -0.40776 -0.50245
P -0.84110 1.31701 0.52251
H 1.58869 0.47740 1.39488
H 0.56979 -0.92941 1.18550
H 1.69084 0.72597 -0.97438
H 0.42044 -0.45566 -1.26701
H 2.13006 -0.87738 -0.99250
H -2.33567 0.21653 -1.46801
H -2.49434 -0.77152 0.36517
H -1.64808 1.07774 1.76705
*
```


x:
Entry from the Open Molecules 2025 dataset: an isolated ion of composition CH8NP2 and charge +1 (ωB97M-V with the def2-TZVPD basis set).

Output
SMILES   [NH3+]C(P)P
Frontier orbital gap   0.3800 Ha
LUMO   -4.1 eV

Structure (ORCA input):
```
! wB97M-V def2-TZVPD RIJCOSX def2/J DEFGRID3
* xyz 1 1
N -0.62625 1.24554 0.30951
C 0.01722 -0.18992 -0.58782
P 1.81121 -0.59376 -0.17401
P -1.38503 -1.45119 -0.18381
H -1.38007 1.62590 -0.20702
H 0.05812 2.11278 0.21831
H -1.05144 1.13067 1.29290
H -0.12669 0.00908 -1.63090
H 1.86870 -0.30280 1.13483
H 2.23520 0.80910 -0.62074
H -0.57158 -2.54824 -0.71606
H -0.84940 -1.84716 1.16483
*
```


Stability, highest: x


w:
Entry from the Open Molecules 2025 dataset: C23H28Cl2N4O2PdSSe3 as an isolated structure (ωB97M-V with the def2-TZVPD basis set).

Output
Expectation value of S²   2.010
Frontier orbital gap (spin up / spin down)   0.2806 / 0.2269 Ha
LUMO (spin up / spin down)   0.2 / -1.2 eV

Structure (ORCA input):
```
! wB97M-V def2-TZVPD RIJCOSX def2/J DEFGRID3
* xyz 0 3
Pd -0.41232 -0.36501 0.66981
C -2.91162 2.78746 0.07671
Se -2.24740 1.13309 -0.76511
C -3.66597 -0.11073 -0.18984
C -3.98596 -0.10594 1.29062
Se -2.58072 -0.94010 2.40118
C -2.87811 0.14312 4.01920
H -3.97868 2.91547 -0.08158
H -2.37535 3.60324 -0.40033
H -2.67762 2.77715 1.13734
H -3.29948 -1.08822 -0.52173
H -4.56579 0.14829 -0.75858
H -4.90085 -0.67976 1.46616
H -4.11828 0.91109 1.66832
H -2.26169 1.03884 3.98759
H -2.59153 -0.47944 4.86443
H -3.92978 0.39705 4.10217
S 0.50803 0.57058 2.76966
C 0.93578 -1.02849 3.16203
N 1.75456 -1.74285 2.39607
C 2.05098 -3.13748 2.66068
C 0.96463 -3.74741 3.53864
C 0.76542 -2.87062 4.76932
N 0.50045 -1.51807 4.32676
H 1.94751 -1.39244 1.45762
H 3.02611 -3.21329 3.15588
H 2.11130 -3.66265 1.70665
H 1.24295 -4.75772 3.83010
H 0.02877 -3.78632 2.97807
H 1.66075 -2.88723 5.40368
H -0.08528 -3.21677 5.36044
H -0.08611 -0.90773 4.87392
Se 0.37847 -4.65877 -0.64254
C -0.32650 -3.41519 0.33178
N -0.78049 -2.62257 1.06783
Cl 1.24349 1.76859 -0.32645
C 0.46808 2.80175 -1.47577
C 0.16021 4.10880 -1.13918
C -0.59224 4.88655 -2.00602
C -1.08208 4.33801 -3.18058
C -0.74566 3.04375 -3.52629
Cl -1.37484 2.35411 -4.98710
C 0.09805 2.26225 -2.72322
N 0.51840 1.01488 -3.11001
C 1.86553 0.63340 -3.09692
C 2.87551 1.58878 -3.10614
C 4.20149 1.20183 -3.10483
C 4.53265 -0.14191 -3.13242
C 3.53037 -1.09605 -3.12433
C 2.19720 -0.72642 -3.09975
C 1.11841 -1.74124 -2.89304
C 0.51042 -1.36964 -1.54103
O 1.29826 -1.28453 -0.56977
O -0.71168 -1.11979 -1.46748
H 0.48486 4.50023 -0.18869
H -0.83082 5.90709 -1.75027
H -1.70838 4.91140 -3.84364
H -0.07664 0.53090 -3.76942
H 2.60803 2.63564 -3.10417
H 4.97087 1.95915 -3.09696
H 5.56681 -0.44546 -3.14714
H 3.77471 -2.14718 -3.11180
H 1.54334 -2.74424 -2.83358
H 0.33949 -1.72124 -3.65695
*
```


x:
Entry from the Open Molecules 2025 dataset: C23H28Cl2N4O2PdSSe3 as an isolated structure (ωB97M-V with the def2-TZVPD basis set).

Output
Expectation value of S²   2.010
Frontier orbital gap (spin up / spin down)   0.2860 / 0.2350 Ha
LUMO (spin up / spin down)   0.4 / -1.1 eV

Structure (ORCA input):
```
! wB97M-V def2-TZVPD RIJCOSX def2/J DEFGRID3
* xyz 0 3
Pd 0.41264 -1.67528 -0.20970
C -0.07711 -2.03040 3.76280
Se 0.91082 -2.70935 2.24288
C 2.46159 -1.54060 2.39592
C 3.54118 -2.02997 1.45053
Se 2.95326 -2.10326 -0.42669
C 3.20917 -4.00065 -0.73587
H -0.18226 -0.95591 3.66479
H 0.44940 -2.31395 4.67129
H -1.05365 -2.50859 3.74027
H 2.82478 -1.57866 3.42407
H 2.13042 -0.52581 2.16956
H 3.85529 -3.04227 1.70259
H 4.40841 -1.37174 1.47980
H 4.26720 -4.22472 -0.62504
H 2.89118 -4.19420 -1.75767
H 2.60275 -4.58758 -0.05011
S 0.22058 -1.26506 -2.76033
C -1.49795 -1.17406 -2.80430
N -2.08949 -0.13099 -3.38666
C -3.53209 0.07595 -3.39025
C -4.12949 -0.63535 -2.18736
C -3.68890 -2.08956 -2.21730
N -2.23762 -2.15842 -2.31964
H -1.47345 0.60693 -3.68387
H -3.96443 -0.29930 -4.32218
H -3.71163 1.15276 -3.34498
H -5.21665 -0.56785 -2.20834
H -3.75387 -0.17096 -1.27243
H -4.13919 -2.60499 -3.07131
H -3.98558 -2.61861 -1.31316
H -1.72491 -2.84947 -1.77180
Se 0.30860 -6.39054 0.32662
C -0.12592 -4.76647 -0.23915
N -0.42273 -3.69458 -0.61532
Cl 1.35696 1.04131 -0.82627
C 2.25114 1.87062 0.41123
C 3.61232 1.61950 0.48368
C 4.35467 2.11394 1.54218
C 3.72119 2.85259 2.53070
C 2.37194 3.12827 2.42166
Cl 1.60442 4.05662 3.67396
C 1.58857 2.67770 1.34653
N 0.24238 2.98035 1.30078
C -0.55838 3.12822 0.15521
C -0.13825 3.94904 -0.88583
C -0.93931 4.13678 -1.99993
C -2.19023 3.53781 -2.06278
C -2.60681 2.72217 -1.02038
C -1.79927 2.47906 0.08549
C -2.21409 1.46738 1.12759
C -1.24656 0.28388 1.06228
O -0.26017 0.28976 1.80907
O -1.49832 -0.58858 0.17486
H 4.07043 1.00856 -0.28345
H 5.41603 1.91708 1.60407
H 4.26831 3.23374 3.38138
H -0.24162 2.88161 2.17752
H 0.82512 4.43880 -0.81029
H -0.59715 4.77407 -2.80481
H -2.83887 3.71350 -2.91142
H -3.58280 2.24704 -1.05849
H -3.23076 1.13461 0.91970
H -2.18122 1.87812 2.13812
*
```


Stability, highest: x


w:
Entry from the Open Molecules 2025 dataset: a 2-piece molecular cluster, C4H8O3 overall (ωB97M-V with the def2-TZVPD basis set).

Output
SMILES   C=COO.CC=O
Frontier orbital gap   0.3593 Ha
LUMO   0.6 eV

Structure (ORCA input):
```
! wB97M-V def2-TZVPD RIJCOSX def2/J DEFGRID3
* xyz 0 1
C 1.46562 0.68242 -2.02971
C 0.60760 -0.30760 -1.75764
O -0.70818 -0.21732 -1.37244
O -1.09416 1.18521 -1.39096
H 2.48104 0.46121 -2.33963
H 1.17787 1.72641 -1.97181
H 0.88798 -1.35234 -1.82352
H -1.08434 1.31873 -0.41850
C -0.82094 -1.06358 2.02290
C -0.15570 0.24171 1.71456
O -0.77383 1.24065 1.35260
H -0.23457 -1.59402 2.77660
H -1.82646 -0.88658 2.41151
H -0.86924 -1.66587 1.11298
H 0.94729 0.23096 1.71303
*
```


x:
Entry from the Open Molecules 2025 dataset: one molecule with the formula C4H8O3 (ωB97M-V with the def2-TZVPD basis set).

Output
SMILES   C[C@@H](O)COC=O
Frontier orbital gap   0.4146 Ha
LUMO   0.9 eV

Structure (ORCA input):
```
! wB97M-V def2-TZVPD RIJCOSX def2/J DEFGRID3
* xyz 0 1
C -1.41820 1.10218 -0.86271
C -0.44357 0.51225 0.14045
O -1.04388 0.57167 1.41710
C -0.06118 -0.94198 -0.20967
O 1.30697 -1.05868 -0.64319
C 2.20691 -0.86403 0.31860
O 1.95594 -0.59539 1.46891
H -2.33783 0.50850 -0.90175
H -0.96603 1.11768 -1.86049
H -1.67912 2.12503 -0.57849
H 0.47842 1.11167 0.12666
H -0.36113 0.30722 2.05102
H -0.64452 -1.33776 -1.04374
H -0.21264 -1.57628 0.66839
H 3.21985 -0.98207 -0.09109
*
```


Stability, highest: x